[1]
{"formula": "C10H10N2O", "method": "the ωB97M-V functional and the def2-TZVPD basis", "total_charge": 0, "orbital_gap_ev": 8.80, "homo_energy_ev": -8.01, "smiles": "C=C(c1ccco1)c1nccn1C", "species": ["C", "C", "C", "C", "C", "C", "O", "C", "N", "C", "C", "N", "C", "H", "H", "H", "H", "H", "H", "H", "H", "H", "H"], "xyz": [[0.3409, -1.8728, 1.0482], [0.5230, -0.6210, 0.6382], [1.7416, -0.0362, 0.1660], [1.9880, 1.2862, -0.1317], [3.3420, 1.3591, -0.3192], [3.8277, 0.0794, -0.3307], [2.8231, -0.7925, -0.0282], [-0.9310, 0.2794, 0.4578], [-0.9677, 1.5669, 0.6792], [-2.1903, 1.9684, 0.3117], [-2.8695, 0.9237, -0.2556], [-2.1097, -0.1953, -0.0896], [-2.5131, -1.4642, -0.6611], [-0.5029, -2.3248, 1.4904], [1.2565, -2.4872, 1.0702], [1.3449, 2.1396, -0.0977], [4.0476, 2.1113, -0.5206], [4.8713, -0.1881, -0.4956], [-2.4473, 2.9464, 0.4618], [-3.8129, 0.8172, -0.8203], [-3.5456, -1.5037, -1.0213], [-1.8597, -1.7931, -1.5446], [-2.3567, -2.1986, -0.0073]], "forces_ev_per_angstrom": [[2.7, -0.2, 0.0], [-5.3, 0.7, -0.6], [-1.4, 1.6, -0.7], [-1.1, -0.2, 1.1], [2.5, -1.9, -1.0], [0.2, 1.0, 0.3], [1.3, -0.2, 0.2], [3.9, -2.0, 0.2], [0.8, -1.0, 0.8], [-0.4, -1.6, -1.1], [-1.6, 0.3, -0.2], [0.7, 0.7, -0.5], [1.2, 1.3, -3.7], [-1.1, 0.0, 0.1], [-0.5, 0.1, 0.1], [-0.6, -0.2, 0.2], [0.1, 1.4, -0.2], [-0.7, -0.7, 0.1], [-0.9, 2.2, 0.0], [0.6, 0.4, 0.8], [0.2, 0.6, 0.4], [-0.7, 0.9, 1.0], [0.3, -2.9, 2.9]]}

[2]
{"formula": "C4H10NO2S", "method": "the ωB97M-V functional and the def2-TZVPD basis", "total_charge": 1, "orbital_gap_ev": 9.22, "homo_energy_ev": -12.99, "smiles": "[NH3+][C@H](CCS)C(=O)O", "species": ["N", "C", "C", "C", "S", "C", "O", "O", "H", "H", "H", "H", "H", "H", "H", "H", "H", "H"], "xyz": [[1.2224, -0.3256, -0.9543], [-0.0856, -0.8194, -0.3336], [-0.8907, 0.2422, 0.4523], [-0.5690, 1.7231, 0.1211], [-1.4711, 2.3601, -1.2919], [0.3362, -1.8714, 0.6853], [-0.3697, -2.6908, 1.1768], [1.6487, -1.7467, 1.0102], [1.8322, 0.1663, -0.3029], [0.9978, 0.2743, -1.7509], [1.6864, -1.1593, -1.3135], [-0.6672, -1.2927, -1.1196], [-0.8496, 0.1002, 1.5285], [-1.9116, 0.0981, 0.1095], [-0.7736, 2.2909, 1.0250], [0.4905, 1.8538, -0.1098], [-2.4802, 3.0701, -0.7337], [1.8543, -2.2731, 1.8016]], "forces_ev_per_angstrom": [[-1.2, -0.1, -0.8], [0.8, -0.2, 1.2], [-0.3, 0.8, -1.0], [0.0, -0.6, 0.6], [-0.2, 0.4, -0.7], [0.4, -0.9, 0.4], [-0.5, 0.3, -0.2], [0.0, 0.5, 0.0], [0.0, -0.1, 0.1], [0.2, 0.2, 0.0], [0.4, 0.2, 0.0], [0.1, 0.1, -0.1], [0.2, -0.3, 0.0], [-0.2, -0.2, 0.4], [0.1, 0.2, -0.1], [0.0, 0.3, 0.2], [0.4, -0.4, 0.2], [-0.2, -0.2, -0.2]]}

[3]
{"formula": "C2H5NO2P", "method": "the ωB97M-V functional and the def2-TZVPD basis", "total_charge": -1, "orbital_gap_ev": [7.13, 5.09], "homo_energy_ev": [-3.42, -1.78], "species": ["C", "C", "N", "O", "O", "P", "H", "H", "H", "H", "H"], "xyz": [[-1.0035, -1.7741, -0.1096], [-1.0200, -0.4449, -0.1911], [2.2549, 0.9001, -1.2187], [0.0240, 0.1241, 2.4264], [-1.1849, 2.0079, 1.1458], [-0.5501, 0.6891, 1.1938], [-1.1460, -2.3917, -0.9597], [-0.7022, -2.2327, 0.8462], [-1.0497, 0.0339, -1.1517], [1.9141, 1.8403, -1.7675], [2.4635, 1.2480, -0.2139]], "forces_ev_per_angstrom": [[0.6, 0.6, 1.7], [0.9, 0.3, 0.7], [-1.2, 2.7, 0.5], [0.0, -0.6, -0.4], [-0.3, 0.3, -0.5], [0.3, -0.5, -0.7], [-0.1, -0.5, -0.6], [-0.4, 0.0, -0.5], [-0.4, 0.4, -0.2], [1.0, -2.5, 1.9], [-0.3, -0.3, -1.9]]}

[4]
{"formula": "C18H21F3N2O5S2", "method": "the ωB97M-V functional and the def2-TZVPD basis", "total_charge": 0, "orbital_gap_ev": 9.21, "homo_energy_ev": -8.86, "smiles": "CCOc1ccc(S(=O)(=O)N(CC)CC)cc1NS(=O)(=O)c1ccc(F)c(F)c1F", "species": ["C", "C", "O", "C", "C", "C", "C", "S", "O", "O", "N", "C", "C", "C", "C", "C", "C", "N", "S", "O", "O", "C", "C", "C", "C", "F", "C", "F", "C", "F", "H", "H", "H", "H", "H", "H", "H", "H", "H", "H", "H", "H", "H", "H", "H", "H", "H", "H", "H", "H", "H"], "xyz": [[2.7836, -3.9604, -3.6966], [1.2815, -3.7024, -3.6782], [0.8159, -3.2773, -2.4077], [1.0872, -2.0138, -1.9733], [1.6133, -0.9833, -2.7397], [1.7308, 0.2966, -2.2118], [1.3874, 0.5232, -0.8984], [1.2218, 2.1689, -0.2219], [1.8938, 3.0965, -1.0903], [-0.1909, 2.3362, -0.0102], [1.9602, 2.0362, 1.2489], [1.2759, 2.5779, 2.4045], [1.2799, 4.1031, 2.4391], [3.4066, 2.0424, 1.2136], [3.9696, 0.6604, 1.5362], [0.9240, -0.5014, -0.0949], [0.7350, -1.7633, -0.6280], [0.1399, -2.7566, 0.1356], [-0.9457, -2.3330, 1.3439], [-0.2209, -1.8968, 2.4870], [-1.8329, -3.4463, 1.4637], [-1.8428, -0.9499, 0.5939], [-2.3362, -1.1094, -0.6891], [-2.9984, -0.0734, -1.3194], [-3.1769, 1.1284, -0.6517], [-3.8238, 2.1238, -1.2593], [-2.7107, 1.3004, 0.6467], [-2.9194, 2.4351, 1.3057], [-2.0390, 0.2449, 1.2630], [-1.5930, 0.4167, 2.5056], [3.0768, -4.3337, -4.6736], [3.3379, -3.0497, -3.4848], [3.0401, -4.7016, -2.9442], [0.9955, -2.9817, -4.4530], [0.7405, -4.6350, -3.8587], [1.8942, -1.1494, -3.7670], [2.0813, 1.1186, -2.8142], [1.7443, 2.1600, 3.2992], [0.2474, 2.2222, 2.3515], [0.8025, 4.4815, 1.5385], [0.7295, 4.4561, 3.3071], [2.2945, 4.4934, 2.4854], [3.7937, 2.7772, 1.9250], [3.7088, 2.3505, 0.2094], [5.0561, 0.6935, 1.5347], [3.6366, -0.0665, 0.7999], [3.6290, 0.3352, 2.5157], [0.7053, -0.3092, 0.9411], [-0.0679, -3.6116, -0.3575], [-2.1972, -2.0551, -1.1872], [-3.3814, -0.1756, -2.3220]], "forces_ev_per_angstrom": [[-0.4, 0.1, 0.2], [0.3, -0.2, -0.4], [0.0, 0.3, 0.5], [-0.1, 0.1, 0.2], [-0.1, -0.2, 0.0], [0.1, 0.2, 0.1], [0.0, 0.5, 0.1], [0.1, -0.5, -0.3], [0.1, -0.2, 0.1], [0.1, 0.2, 0.4], [-0.6, 0.0, -1.0], [-0.5, 0.4, 0.2], [0.0, -0.3, 0.0], [0.6, -0.4, -0.1], [0.0, 0.3, 0.0], [0.2, -0.2, -0.3], [0.5, 0.6, -0.3], [-0.5, -0.1, 0.4], [-0.3, -0.4, -0.5], [0.2, 0.4, 0.0], [-0.1, -0.1, -0.2], [0.3, -0.5, 0.6], [-0.2, 0.1, -0.1], [0.1, 0.0, 0.1], [0.1, -0.2, 0.3], [0.1, 0.0, 0.2], [-0.2, -0.3, -0.1], [0.1, -0.1, -0.1], [-0.2, 0.2, 0.0], [-0.1, 0.2, -0.1], [0.1, 0.0, -0.1], [0.1, 0.0, 0.0], [0.0, -0.1, 0.0], [-0.1, -0.1, 0.1], [0.0, 0.2, -0.1], [0.0, -0.1, -0.1], [0.1, 0.1, -0.1], [0.0, -0.1, -0.1], [0.0, 0.0, 0.2], [-0.1, 0.1, 0.0], [0.0, 0.1, 0.1], [0.1, 0.1, 0.0], [-0.1, 0.1, -0.1], [0.2, 0.1, 0.2], [0.1, -0.1, 0.0], [0.0, -0.1, -0.1], [0.0, -0.1, 0.1], [0.0, 0.0, 0.2], [-0.2, -0.1, 0.1], [0.0, -0.1, -0.1], [0.0, 0.0, -0.1]]}

Going through the records in order, we get relative energy (zero: lowest compared OMol25 entry of this formula, charge and spin) values of 305.2; 31.8; 331.2; 36.5 kJ/mol.
Going through the records in order, we get strongest force on any atom values of 5.4; 1.4; 3.3; 1.1 eV/Å.
Going through the records in order, we get E values of -15557.0038; -20723.6837; -17028.0840; -62045.8211 eV.